Here is a cluster of 6 separate species, C6H24N4O6 in total from the Open Molecules 2025 dataset. Energies are from ωB97M-V/def2-TZVPD.

Properties
Charge: 0
HOMO energy (hartree): -0.352
ΔE to the lowest compared entry with this formula, charge and spin (kcal/mol): 11.6

Each line ends with the natural charge from an NBO analysis.
CARTESIAN COORDINATES (ANGSTROEM)
C: 0.862 -0.290 -0.514  -0.25
O: 0.017 -0.028 -1.601  -0.74
H: 0.769 0.492 0.254  0.16
H: 0.646 -1.277 -0.101  0.16
H: 1.923 -0.215 -0.784  0.16
H: -0.439 0.806 -1.430  0.50
C: -3.844 1.017 0.245  -0.26
O: -4.220 -0.005 -0.666  -0.73
H: -4.382 1.947 0.031  0.15
H: -4.052 0.714 1.276  0.17
H: -2.776 1.190 0.146  0.20
H: -5.160 -0.177 -0.576  0.46
C: 4.018 -1.936 1.288  -0.25
O: 3.987 -2.322 2.666  -0.73
H: 3.049 -1.511 1.013  0.16
H: 4.791 -1.183 1.170  0.18
H: 4.217 -2.806 0.660  0.16
H: 3.556 -3.176 2.743  0.47
C: 3.660 -2.153 -2.553  -0.25
O: 2.808 -1.169 -3.122  -0.71
H: 3.487 -3.121 -3.024  0.18
H: 4.715 -1.900 -2.691  0.16
H: 3.453 -2.306 -1.489  0.16
H: 3.229 -0.318 -2.980  0.46
C: -1.218 3.662 -1.027  0.79
O: -0.807 2.522 -0.849  -0.71
N: -0.538 4.744 -0.552  -0.84
N: -2.356 3.908 -1.740  -0.84
H: -0.965 5.649 -0.473  0.39
H: 0.293 4.567 -0.020  0.41
H: -2.829 3.114 -2.129  0.42
H: -2.650 4.860 -1.848  0.39
C: -1.659 -1.812 2.853  0.77
O: -1.645 -2.160 4.022  -0.66
N: -0.903 -0.765 2.387  -0.86
N: -2.443 -2.412 1.904  -0.85
H: -0.802 -0.606 1.401  0.39
H: -0.270 -0.293 3.004  0.41
H: -2.376 -2.180 0.929  0.39
H: -3.147 -3.070 2.175  0.40

***

Here is a cluster of 6 separate species, C6H24O10S2 in total from the Open Molecules 2025 dataset. Energies are from ωB97M-V/def2-TZVPD.

Properties
Charge: 0
HOMO energy (hartree): -0.401
ΔE to the lowest compared entry with this formula, charge and spin (kcal/mol): 5.4

Each line ends with the natural charge from an NBO analysis.
CARTESIAN COORDINATES (ANGSTROEM)
O: 1.875 3.263 -2.406  -0.92
S: 0.643 2.650 -1.997  2.35
O: -0.616 3.158 -2.482  -0.96
O: 0.728 1.058 -2.374  -0.73
C: 1.289 0.771 -3.670  -0.08
C: 0.616 1.520 -4.813  -0.65
C: 0.530 2.484 -0.234  -0.87
H: 1.169 -0.293 -3.856  0.20
H: 2.355 0.999 -3.656  0.20
H: 0.923 1.068 -5.763  0.22
H: 0.827 2.582 -4.898  0.23
H: -0.468 1.384 -4.811  0.21
H: 1.461 2.099 0.168  0.25
H: -0.260 1.740 -0.122  0.27
H: 0.244 3.436 0.197  0.28
O: -1.101 -2.805 1.489  -0.93
S: -0.072 -2.231 2.321  2.38
O: -0.410 -1.359 3.405  -0.93
O: 0.810 -3.449 2.888  -0.71
C: 1.832 -3.117 3.846  -0.08
C: 2.201 -4.344 4.623  -0.62
C: 1.083 -1.476 1.171  -0.89
H: 1.535 -2.250 4.433  0.21
H: 2.744 -2.846 3.297  0.17
H: 2.439 -5.149 3.928  0.22
H: 1.420 -4.695 5.302  0.22
H: 3.061 -4.137 5.260  0.22
H: 1.973 -1.094 1.668  0.24
H: 0.572 -0.691 0.622  0.27
H: 1.404 -2.308 0.544  0.25
O: -1.826 0.139 0.490  -1.01
H: -2.175 0.403 -0.390  0.50
H: -2.228 -0.720 0.679  0.50
O: -2.442 0.961 -2.139  -0.99
H: -1.968 1.787 -2.363  0.52
H: -1.985 0.274 -2.640  0.49
O: -0.874 2.088 2.381  -0.98
H: -1.461 1.570 1.801  0.50
H: -0.963 1.676 3.247  0.48
O: -5.009 2.337 -1.656  -0.95
H: -5.698 1.669 -1.727  0.46
H: -4.177 1.848 -1.762  0.48

***

Here is a cluster of 6 separate species, C6H24O6 in total from the Open Molecules 2025 dataset. Energies are from ωB97M-V/def2-TZVPD.

Properties
Charge: 0
HOMO energy (hartree): -0.349
ΔE to the lowest compared entry with this formula, charge and spin (kcal/mol): 88.8

Each line ends with the natural charge from an NBO analysis.
CARTESIAN COORDINATES (ANGSTROEM)
C: 5.681 -7.056 -28.005  -0.25
O: 5.784 -5.642 -28.139  -0.72
H: 6.196 -7.370 -27.096  0.16
H: 4.638 -7.360 -27.972  0.18
H: 6.104 -7.556 -28.884  0.16
H: 6.599 -5.368 -27.714  0.47
C: 2.085 -8.763 -34.764  -0.25
O: 0.911 -9.238 -34.147  -0.74
H: 2.110 -7.675 -34.867  0.15
H: 3.022 -9.109 -34.325  0.16
H: 2.076 -9.151 -35.788  0.17
H: 1.115 -9.219 -33.192  0.49
C: 2.762 -8.275 -30.868  -0.25
O: 1.718 -9.110 -31.397  -0.75
H: 3.726 -8.458 -31.353  0.16
H: 2.486 -7.253 -31.117  0.19
H: 2.882 -8.447 -29.800  0.16
H: 1.819 -9.936 -30.895  0.50
C: 0.594 -12.872 -30.056  -0.25
O: 1.492 -11.777 -30.208  -0.75
H: -0.178 -12.757 -30.813  0.19
H: 1.073 -13.839 -30.225  0.17
H: 0.155 -12.871 -29.056  0.17
H: 2.285 -11.961 -29.694  0.47
C: 3.161 -9.377 -26.800  -0.25
O: 3.052 -8.648 -25.587  -0.72
H: 2.968 -10.434 -26.596  0.16
H: 2.440 -8.966 -27.502  0.18
H: 4.151 -9.336 -27.259  0.16
H: 3.922 -8.597 -25.181  0.47
C: -1.802 -9.958 -32.287  -0.25
O: -2.104 -8.571 -32.206  -0.71
H: -1.913 -10.265 -33.333  0.19
H: -0.769 -10.244 -32.058  0.16
H: -2.517 -10.530 -31.687  0.15
H: -2.308 -8.383 -31.285  0.46

***

Here is a structure of composition C6H24O9Sr from the Open Molecules 2025 dataset. Energies are from ωB97M-V/def2-TZVPD.

Properties
Charge: +1
HOMO energy (spin up / spin down) (hartree): -0.207 / -0.495
Multiplicity: 2
Expectation value of S²: 0.750

Each line ends with the Mulliken spin population.
CARTESIAN COORDINATES (ANGSTROEM)
Sr: 0.250 -0.003 -0.130  1.93
O: 0.156 -0.883 2.228  -0.27
H: 0.586 -1.738 2.232  0.19
H: -0.690 -1.038 2.648  0.05
O: 1.763 0.742 -1.951  -0.05
H: 1.941 1.020 -2.849  0.00
H: 2.561 0.962 -1.469  0.01
O: 1.747 -2.190 -0.213  -0.53
H: 2.504 -2.644 -0.583  0.17
H: 1.427 -2.778 0.472  0.21
C: -1.873 2.363 -1.088  0.01
C: -2.744 1.662 0.019  -0.04
O: -1.949 1.145 1.006  -0.06
O: -1.168 1.361 -1.860  -0.07
H: -1.215 2.889 -0.397  0.00
H: -2.223 3.222 -1.661  0.00
H: -3.270 0.837 -0.461  0.01
H: -3.588 2.272 0.339  -0.01
H: -2.256 1.409 1.876  0.00
H: -1.472 1.491 -2.762  0.02
C: -1.001 -2.711 -1.973  0.04
C: -1.490 -2.751 -0.532  -0.42
O: -2.094 -1.514 -0.202  0.01
O: -0.301 -1.537 -2.504  -0.03
H: -1.835 -2.846 -2.663  0.01
H: -0.284 -3.466 -2.294  0.02
H: -0.719 -3.042 0.182  0.17
H: -2.258 -3.511 -0.388  -0.11
H: -3.043 -1.482 -0.057  -0.01
H: -0.319 -1.585 -3.463  0.00
C: 2.041 2.264 1.944  -0.02
C: 2.755 0.887 2.134  -0.16
O: 2.861 0.329 0.848  -0.12
O: 0.737 2.000 1.384  -0.05
H: 2.735 2.852 1.344  0.01
H: 2.082 2.675 2.953  0.00
H: 2.193 0.157 2.717  0.08
H: 3.793 0.897 2.469  -0.04
H: 3.591 -0.289 0.939  0.02
H: 0.068 2.572 1.767  0.01

***

Here is a cluster of 8 separate species, C6H25B2F6O10S2 in total from the Open Molecules 2025 dataset. Energies are from ωB97M-V/def2-TZVPD.

Properties
Charge: -3
HOMO energy (hartree): 0.069

Each line ends with the natural charge from an NBO analysis.
CARTESIAN COORDINATES (ANGSTROEM)
O: -2.100 -3.516 -0.905  -0.80
H: -1.914 -3.661 -1.850  0.54
H: -1.744 -2.642 -0.563  0.62
H: -3.056 -3.608 -0.788  0.52
O: 0.536 -0.445 0.704  -0.89
H: -0.359 -0.626 0.296  0.59
H: 0.486 0.381 1.281  0.55
H: 0.823 -1.210 1.287  0.59
B: -1.935 -0.281 -0.842  -0.76
H: -1.246 -1.197 -0.906  -0.06
H: -2.953 -0.796 -1.031  -0.07
H: -1.952 0.330 0.117  0.01
H: -1.714 0.392 -1.740  -0.03
B: 2.477 -3.013 2.254  -0.68
H: 2.762 -3.608 1.325  -0.02
H: 1.719 -2.176 2.033  -0.11
H: 1.951 -3.703 3.012  -0.06
H: 3.349 -2.485 2.800  -0.09
C: 3.117 -1.837 -1.847  0.71
F: 4.295 -2.444 -2.079  -0.34
F: 3.136 -1.403 -0.604  -0.29
F: 2.939 -0.828 -2.709  -0.34
S: 1.764 -3.113 -2.028  2.28
O: 2.163 -4.083 -3.050  -1.04
O: 1.691 -3.785 -0.730  -0.94
O: 0.548 -2.387 -2.401  -1.03
C: -1.013 3.192 4.004  0.72
F: -1.232 2.006 4.550  -0.32
F: -1.977 4.057 4.358  -0.34
F: 0.170 3.611 4.510  -0.34
S: -0.895 2.998 2.093  2.31
O: -0.058 1.826 1.857  -1.01
O: -2.222 2.885 1.515  -0.95
O: -0.260 4.267 1.665  -1.03
C: -1.497 -2.716 2.441  -0.23
O: -0.665 -2.906 1.363  -0.94
H: -0.998 -2.002 3.125  0.11
H: -2.458 -2.191 2.254  0.08
H: -1.692 -3.689 2.930  0.09
C: 1.025 2.855 -1.672  -0.64
C: -0.098 3.725 -2.212  0.12
C: -0.705 3.296 -3.524  -0.63
O: -1.114 3.887 -1.240  -0.73
H: 1.635 2.666 -2.563  0.18
H: 0.638 1.911 -1.286  0.26
H: 1.673 3.241 -0.885  0.21
H: 0.256 4.764 -2.332  0.11
H: -1.532 3.968 -3.749  0.20
H: -1.021 2.262 -3.369  0.25
H: 0.080 3.305 -4.283  0.19
H: -0.821 4.526 -0.583  0.48

***

Here is a structure of composition C6H25BeFeN12O7 from the Open Molecules 2025 dataset. Energies are from ωB97M-V/def2-TZVPD.

Properties
Charge: +2
HOMO energy (spin up / spin down) (hartree): -0.455 / -0.532
Multiplicity: 6
Expectation value of S²: 8.757

Each line ends with the Mulliken spin population.
CARTESIAN COORDINATES (ANGSTROEM)
Be: 1.231 -1.331 -1.402  0.34
Fe: -2.493 -0.319 0.218  3.85
O: -0.549 -0.510 -0.110  0.38
H: -0.041 -0.086 0.609  0.03
C: 3.596 -0.916 1.425  0.05
O: 2.694 -1.198 0.726  0.02
N: 3.583 -0.614 2.688  0.00
N: 4.790 -0.909 1.021  0.00
H: 2.715 -0.404 3.161  0.00
H: 4.437 -0.575 3.226  0.00
H: 5.561 -0.532 1.552  0.00
H: 4.939 -1.230 0.075  0.00
C: -2.733 -3.114 -1.622  0.01
O: -2.767 -2.239 -0.850  0.03
N: -3.401 -3.171 -2.696  0.00
N: -1.986 -4.197 -1.483  0.00
H: -4.165 -2.512 -2.645  0.00
H: -3.480 -4.032 -3.218  0.00
H: -1.129 -4.037 -0.974  0.01
H: -2.055 -4.989 -2.106  0.00
C: -1.732 2.483 1.729  0.01
O: -2.293 1.764 0.866  0.04
N: -2.212 3.402 2.465  0.00
N: -0.468 2.323 2.066  0.00
H: -3.221 3.374 2.505  0.00
H: -1.559 4.006 2.944  0.00
H: -0.037 1.522 1.628  0.00
H: 0.115 2.814 2.729  0.00
C: 1.901 2.408 -0.512  0.03
O: 1.997 1.214 -0.618  0.09
N: 0.814 3.121 -0.655  0.00
N: 2.926 3.232 -0.495  0.00
H: 0.796 4.129 -0.600  0.00
H: 0.003 2.545 -0.832  0.00
H: 2.755 4.227 -0.508  0.00
H: 3.877 2.910 -0.607  0.00
C: -1.341 -1.840 2.646  0.02
O: -2.144 -1.237 2.009  0.05
N: -1.524 -2.131 3.878  0.01
N: -0.277 -2.363 2.325  0.00
H: -0.783 -2.513 4.449  0.00
H: -2.364 -1.829 4.351  0.00
H: -0.002 -2.961 3.091  0.00
H: 0.004 -2.433 1.357  0.01
C: -0.527 0.770 -3.880  0.02
O: -0.393 -0.058 -2.946  0.02
N: -0.376 0.445 -5.158  0.00
N: -0.500 2.050 -3.600  0.00
H: -0.245 1.167 -5.852  0.00
H: -0.160 -0.523 -5.352  0.00
H: -0.967 2.559 -4.336  0.00
H: -0.809 2.337 -2.682  0.00

***

Here is a cluster of 7 separate species, C6H25NO7 in total from the Open Molecules 2025 dataset. Energies are from ωB97M-V/def2-TZVPD.

Properties
Charge: +1
HOMO energy (spin up / spin down) (hartree): -0.479 / -0.479
Multiplicity: 2
ΔE to the lowest compared entry with this formula, charge and spin (kcal/mol): 0.0
Expectation value of S²: 0.754

Each line ends with the Mulliken spin population.
CARTESIAN COORDINATES (ANGSTROEM)
C: 1.783 0.020 -0.444  0.00
N: 0.509 -0.619 -0.274  0.75
C: 0.479 -2.082 -0.165  0.03
C: -0.694 -2.683 -0.931  0.02
O: -1.331 -2.071 -1.743  0.00
C: 1.643 1.462 -0.967  0.06
C: 1.616 2.539 1.338  0.00
C: 0.924 2.408 -0.014  0.00
H: 2.394 -0.586 -1.120  0.00
H: 2.292 0.037 0.537  0.11
H: -0.022 -0.174 0.497  -0.03
H: 0.456 -2.365 0.888  0.03
H: 1.412 -2.472 -0.580  0.00
H: -0.943 -3.729 -0.709  0.00
H: 2.656 1.816 -1.160  0.00
H: 1.128 1.437 -1.927  0.00
H: 2.695 2.702 1.240  0.00
H: 1.485 1.647 1.956  0.00
H: 1.205 3.373 1.910  0.00
H: 0.868 3.385 -0.480  0.01
H: -0.114 2.108 0.134  0.00
H: -2.450 0.517 0.136  0.00
H: -1.764 0.264 1.533  0.00
O: -2.584 0.553 1.101  0.00
H: -2.345 3.026 -0.532  0.00
H: -2.577 2.510 0.888  0.00
O: -2.416 3.325 0.383  0.00
H: -1.096 0.142 -1.582  0.00
H: -2.496 0.119 -2.143  0.00
O: -1.913 0.659 -1.594  0.02
H: 2.625 -1.683 2.894  0.00
H: 1.815 -2.558 3.852  0.00
O: 1.768 -2.123 2.988  0.00
H: 0.614 -1.147 -2.633  0.00
H: 0.592 -1.716 -4.049  0.00
O: 1.160 -1.596 -3.280  0.00
H: -0.776 -0.202 3.436  0.00
H: 0.403 -0.940 2.777  0.00
O: -0.259 -0.235 2.616  0.00

***

Here is a cluster of 7 separate species, C6H26NO6 in total from the Open Molecules 2025 dataset. Energies are from ωB97M-V/def2-TZVPD.

Properties
Charge: +2
HOMO energy (spin up / spin down) (hartree): -0.668 / -0.667
Multiplicity: 2
ΔE to the lowest compared entry with this formula, charge and spin (kcal/mol): 15.7
Expectation value of S²: 0.752

Each line ends with the Mulliken spin population.
CARTESIAN COORDINATES (ANGSTROEM)
C: 1.223 -3.170 0.151  0.01
C: 0.488 -1.840 -0.008  0.05
C: -0.970 -1.996 -0.385  0.06
C: -1.855 -1.414 0.699  0.30
C: -2.222 -0.121 0.675  0.33
C: -2.281 -2.363 1.755  0.02
N: 1.199 -1.007 -1.081  0.00
H: 1.214 -3.803 -0.783  0.00
H: 0.780 -3.797 0.974  0.00
H: 2.276 -3.041 0.405  0.00
H: 0.610 -1.273 0.935  0.00
H: -1.267 -3.066 -0.531  0.00
H: -1.223 -1.518 -1.381  0.02
H: -1.933 0.541 -0.076  0.17
H: -2.865 0.340 1.461  -0.02
H: -2.959 -3.150 1.385  0.04
H: -1.422 -2.846 2.180  0.02
H: -2.822 -1.826 2.596  0.00
H: 0.514 -0.213 -1.418  0.00
H: 1.479 -1.630 -1.863  0.00
H: 2.015 -0.493 -0.693  0.00
H: 0.683 2.823 0.177  0.00
H: 1.226 3.849 -0.808  0.00
O: 1.160 2.957 -0.649  0.00
H: -2.862 2.506 -2.596  0.00
H: -3.274 1.061 -2.314  0.00
O: -2.650 1.693 -2.069  0.00
H: 3.884 1.348 -0.292  0.00
H: 2.421 1.807 -0.386  0.00
O: 2.992 1.055 -0.188  0.00
H: 2.317 0.626 1.361  0.00
H: 2.151 0.326 2.872  0.00
O: 1.658 0.361 2.056  0.00
H: -0.995 1.230 -2.186  0.00
H: 0.375 1.832 -1.725  0.00
O: -0.030 1.078 -2.163  0.00
H: 0.564 1.721 1.936  0.00
H: -0.836 2.202 1.715  0.00
O: 0.028 2.470 1.676  0.00

***

Question: Which formula does entry 1 have?
Answer: C6H24N4O6

***

Question: Among the records above, which one has the lowest charge?
Answer: C6H25B2F6O10S2

***

Question: What is the formula in the eighth record?
Answer: C6H26NO6

***

Question: What is the charge in the first record?
Answer: 0